{
  "formula": "C25H48O14",
  "method": "ωB97M-V/def2-TZVPD",
  "smiles": "CCC[C@H](C)[C@@H]1CCOC1=O.CCOC(=O)OC.CCOC(=O)OC.CCOC(=O)OC.CCOC(=O)OC",
  "energy_ev": -55367.3043,
  "spin_multiplicity": 1,
  "symbols": ["O", "O", "O", "O", "O", "O", "O", "O", "O", "O", "O", "O", "O", "O", "C", "C", "C", "C", "C", "C", "C", "C", "C", "C", "C", "C", "C", "C", "C", "C", "C", "C", "C", "C", "C", "C", "C", "C", "C", "H", "H", "H", "H", "H", "H", "H", "H", "H", "H", "H", "H", "H", "H", "H", "H", "H", "H", "H", "H", "H", "H", "H", "H", "H", "H", "H", "H", "H", "H", "H", "H", "H", "H", "H", "H", "H", "H", "H", "H", "H", "H", "H", "H", "H", "H", "H", "H"],
  "positions_angstrom": [[-6.7232, -3.9486, 4.7789], [-8.7437, -3.5802, 5.4868], [3.5079, 2.1165, -3.1132], [2.7240, 8.5462, -1.7030], [4.6989, 0.6465, -2.0466], [-4.1508, -1.3373, 2.3945], [3.9185, 7.0753, -0.6403], [-7.8810, -2.2082, 3.8924], [4.7069, 2.7913, -1.2999], [5.7114, -3.4273, -1.5367], [5.8081, -5.7449, -1.0188], [-3.6234, 0.0514, 0.6759], [-2.0258, -1.0560, 1.6441], [3.9229, 9.2190, 0.1076], [-5.3942, 1.4097, 1.6497], [2.2635, 9.8887, -1.8991], [5.6646, 0.3367, -1.0424], [4.8857, 6.7649, 0.3608], [-3.3506, -0.8364, 1.6434], [-10.7975, -3.2277, 4.2294], [5.1364, -4.5001, -1.3361], [2.8033, -2.5099, -2.1925], [-1.5849, -1.9099, 2.6977], [3.6191, -5.7683, 0.0140], [-9.9768, -2.8521, 5.4484], [4.3365, 1.9387, -2.0707], [3.3389, 10.7500, -2.5334], [3.6151, -4.9521, -1.3935], [1.2323, -4.6019, -2.2934], [4.1272, 4.3147, -3.9501], [3.5542, 8.3671, -0.6622], [2.4349, -3.8805, -1.4623], [3.0493, 3.4588, -3.3146], [-0.9154, -3.3974, -1.1996], [-5.0013, 0.4312, 0.5596], [-0.0388, -3.6660, -2.5233], [-5.6653, -3.6574, 3.8644], [4.9129, -6.6912, -0.3506], [-7.7901, -3.1452, 4.6465], [4.4414, -7.4512, -1.0691], [-0.7354, -4.2435, -3.2400], [1.6601, -4.9576, -3.3042], [5.3314, 0.6639, -0.0554], [-9.7905, -1.7756, 5.4940], [5.8435, 7.2236, 0.1063], [-5.1118, 0.9105, -0.4157], [0.9501, -5.5693, -1.7368], [5.7915, -0.7465, -1.0230], [-1.6899, -1.4000, 3.6576], [3.6036, -1.9962, -1.5404], [-10.9460, -4.3098, 4.1843], [4.9869, 4.4260, -3.2863], [1.9072, 10.3155, -0.9576], [1.9415, -1.7583, -2.2452], [-5.9709, -3.9183, 2.8489], [4.0772, -5.0935, 0.8299], [-4.7195, 2.2699, 1.6558], [-5.6459, -0.4520, 0.5582], [4.4939, 3.8524, -4.8705], [4.5547, 7.0900, 1.3491], [-2.1343, -2.8536, 2.7019], [-1.6559, -4.2586, -1.0275], [-0.5288, -2.1261, 2.5335], [5.2918, -7.1336, 0.6226], [2.6925, 3.8897, -2.3751], [-5.3310, 0.9490, 2.6376], [5.0141, 5.6821, 0.3791], [3.7430, 5.3104, -4.1810], [-5.3689, -2.6097, 3.9180], [2.1900, 3.3987, -3.9863], [2.9517, 11.7454, -2.7604], [3.7046, 10.2914, -3.4559], [2.0167, -3.6491, -0.4146], [1.4035, 9.8291, -2.5700], [4.1996, 10.8613, -1.8708], [-6.4172, 1.7612, 1.5018], [-0.3007, -3.1791, -0.2694], [2.6487, -6.3032, 0.2579], [-10.2917, -2.9374, 3.3063], [-4.8070, -4.2727, 4.1369], [6.6232, 0.7943, -1.2956], [-10.5267, -3.1210, 6.3532], [0.1928, -2.6859, -3.0648], [-1.5743, -2.4807, -1.4321], [3.2907, -2.6414, -3.2207], [-11.7720, -2.7358, 4.2540], [3.4627, -5.8128, -2.1298]],
  "atomic_forces_ev_per_a": [[-0.4, 0.2, 0.1], [0.4, 0.1, 0.0], [0.1, -0.3, 0.4], [0.1, -0.2, 0.3], [-0.2, 0.4, 0.0], [0.3, 0.1, -0.3], [-0.3, 0.4, -0.1], [0.0, -0.2, 0.3], [-0.2, -0.3, -0.2], [-1.7, -3.8, 0.8], [-0.6, 1.1, 0.6], [0.2, -0.5, 0.2], [-0.4, 0.0, -0.1], [-0.2, -0.3, -0.2], [0.2, 0.0, 0.3], [-0.1, 0.6, -0.2], [0.3, -0.3, 0.3], [0.3, -0.3, 0.3], [0.1, 0.4, -0.2], [0.1, -0.1, -0.3], [0.2, 0.0, -0.9], [1.1, 0.5, 1.0], [0.2, -0.3, 0.3], [2.3, 0.5, -0.9], [-0.5, 0.2, -0.1], [0.0, 0.0, -0.3], [0.3, 0.0, 0.1], [-0.6, 0.2, 2.1], [0.5, 0.2, 0.2], [0.3, 0.0, 0.0], [0.0, -0.1, -0.2], [-1.0, -0.1, -1.4], [-0.1, 0.6, -0.1], [-0.5, 0.5, -0.9], [-0.6, 0.3, 0.0], [-0.8, -1.0, -0.1], [0.4, 0.1, -0.2], [-3.0, 0.7, 0.2], [0.0, -0.2, 0.0], [1.5, 0.7, 0.8], [1.0, 0.9, 1.0], [-0.6, 0.7, 1.4], [0.0, 0.1, -0.2], [0.1, -0.1, -0.1], [-0.1, 0.1, 0.1], [0.3, -0.1, 0.0], [0.1, 1.4, -0.7], [-0.2, 0.1, -0.2], [-0.1, -0.1, 0.0], [-1.2, -0.7, -1.1], [-0.1, 0.1, 0.1], [-0.2, 0.0, 0.0], [0.2, -0.1, 0.0], [1.1, -1.4, 0.0], [0.0, 0.2, 0.0], [-1.5, -0.8, -0.9], [-0.1, 0.0, -0.2], [0.2, 0.0, 0.2], [-0.2, 0.0, 0.0], [0.1, 0.1, -0.2], [-0.1, 0.2, 0.0], [1.3, 1.1, 0.0], [-0.1, 0.2, -0.2], [0.3, 0.5, -1.7], [0.2, -0.1, 0.0], [-0.1, -0.1, -0.1], [-0.2, 0.1, -0.3], [0.0, -0.1, 0.0], [-0.2, -0.1, -0.1], [0.1, -0.3, 0.1], [0.0, -0.1, 0.0], [-0.2, 0.1, 0.0], [0.9, -0.3, -1.5], [0.1, -0.3, 0.1], [-0.2, 0.0, 0.0], [0.1, 0.0, 0.0], [-0.8, -0.3, -1.2], [1.4, 0.7, -0.2], [0.0, 0.1, 0.1], [-0.3, -0.1, 0.2], [-0.1, 0.1, 0.1], [0.3, -0.1, 0.0], [0.0, -1.4, 0.9], [1.0, -1.3, 0.6], [-0.9, 0.0, 1.4], [0.1, 0.0, 0.1], [0.4, 1.5, 0.4]]
}

---

{
  "formula": "C10H17BrO",
  "method": "ωB97M-V/def2-TZVPD",
  "de_lowest_kj_mol": 545.4,
  "energy_ev": -82730.5712,
  "spin_multiplicity": 1,
  "symbols": ["Br", "O", "C", "C", "C", "C", "C", "C", "C", "C", "C", "C", "H", "H", "H", "H", "H", "H", "H", "H", "H", "H", "H", "H", "H", "H", "H", "H", "H"],
  "positions_angstrom": [[1.1886, 0.5833, 2.9444], [0.2117, -1.8165, -0.8318], [0.3831, 1.8725, 0.3786], [0.6689, 0.5405, 1.0501], [-0.0046, -2.4465, 1.5111], [-1.8218, 0.5670, -0.0426], [0.8305, -1.9551, 0.3155], [2.2722, -2.1940, 0.3688], [-0.7556, 0.9744, 0.9124], [0.6238, 1.9477, -1.0674], [-0.7349, 2.1673, -1.7594], [-1.5869, 0.8524, -1.5294], [-0.6666, -1.4098, -0.5612], [-1.0695, -2.3076, 1.3694], [0.4405, -1.9616, 2.3659], [2.9131, -1.2554, -0.0136], [-1.0226, 1.2170, 1.9232], [-1.2936, 3.0055, -1.1520], [1.2736, 2.7654, -1.4410], [2.6457, -2.9144, -0.4134], [0.1450, -3.5428, 1.6116], [-2.7199, 1.1848, 0.3531], [2.6918, -2.5727, 1.3633], [0.9418, 1.0568, -1.4822], [-2.0108, -0.5180, 0.0274], [-2.4872, 1.0120, -2.0603], [-0.7859, 2.3419, -2.8796], [0.7778, 2.7572, 0.8697], [-1.0484, 0.0487, -2.1306]],
  "atomic_forces_ev_per_a": [[0.3, 0.1, -0.2], [-1.2, 0.6, -0.2], [1.3, -0.6, 1.8], [0.0, -2.3, -0.8], [1.3, -0.4, -1.3], [-1.3, 0.1, 0.1], [-0.9, 1.4, 2.5], [3.7, 0.7, -1.2], [1.7, 1.4, 0.3], [-1.6, 2.2, -2.3], [-2.2, 0.1, 0.9], [2.1, 0.9, -0.8], [1.1, -0.8, -1.0], [-0.1, 0.5, 0.2], [-0.4, 0.1, 0.5], [-1.7, -1.8, 1.3], [-1.1, 0.5, 0.0], [0.9, -1.2, -1.5], [0.1, -0.5, 0.8], [-0.9, 0.1, 0.6], [0.1, 0.4, -0.1], [1.0, -1.4, -1.0], [-0.9, 0.8, -1.3], [1.3, -2.0, -0.6], [-0.7, 0.2, 0.5], [-1.3, -0.1, -0.3], [0.6, 0.2, 1.4], [-0.7, 0.0, 0.5], [-0.5, 0.6, 1.1]]
}

---

{
  "formula": "C19H20N2O7",
  "method": "ωB97M-V/def2-TZVPD",
  "de_lowest_kj_mol": 28.4,
  "smiles": "COCCOC(=O)C1=C(C)OC(N)=C(C(=O)OC)[C@]12C(=O)Nc1ccccc12",
  "energy_ev": -37340.9973,
  "spin_multiplicity": 1,
  "symbols": ["O", "O", "O", "O", "O", "O", "O", "N", "N", "C", "C", "C", "C", "C", "C", "C", "C", "C", "C", "C", "C", "C", "C", "C", "C", "C", "C", "C", "H", "H", "H", "H", "H", "H", "H", "H", "H", "H", "H", "H", "H", "H", "H", "H", "H", "H", "H", "H"],
  "positions_angstrom": [[1.3986, -3.1408, 0.4556], [-1.9175, 2.2592, -0.6074], [5.3173, -0.3139, -0.4055], [1.7964, -1.0484, -0.2268], [-4.0350, 1.5861, -0.3190], [-0.5166, -0.2206, -2.5789], [-2.7144, -2.3157, 0.3041], [0.6246, 1.2843, -1.2898], [-4.4656, -0.9217, 0.2221], [-0.0862, 0.8343, 2.1772], [-0.2318, 0.2478, -1.5056], [-2.4175, 3.5582, -0.8713], [-0.4368, -1.6553, 0.1237], [-1.1522, -4.0475, 0.5461], [6.1079, 0.8244, -0.6376], [-0.7779, -0.2000, -0.1272], [3.9398, -0.0483, -0.4896], [-0.0481, 0.7337, 0.8072], [3.1861, -1.3418, -0.2135], [-3.1328, -1.0374, 0.1262], [0.9800, -2.0502, 0.1434], [0.7550, 1.5942, 0.0525], [-1.3838, -2.5945, 0.3093], [0.6931, 1.8102, 2.7912], [-2.2806, 0.0100, -0.0853], [-2.8402, 1.3182, -0.3362], [1.5267, 2.5669, 0.6531], [1.4834, 2.6614, 2.0392], [3.6419, 0.7115, 0.2502], [-0.7064, 0.1720, 2.7631], [3.6773, 0.3263, -1.4912], [-5.0273, -1.7544, 0.2170], [-2.9607, 3.5718, -1.8189], [-0.6347, -4.1986, 1.4909], [3.4718, -1.7476, 0.7624], [7.1434, 0.5061, -0.5422], [5.8967, 1.6118, 0.0966], [-1.5494, 4.2110, -0.9193], [0.6788, 1.9049, 3.8664], [2.1425, 3.2348, 0.0691], [1.0933, 1.7723, -2.0361], [-2.1104, -4.5601, 0.5629], [-3.0935, 3.8749, -0.0744], [3.4170, -2.0940, -0.9747], [5.9403, 1.2274, -1.6442], [-4.8386, -0.0016, -0.0020], [2.0782, 3.4140, 2.5356], [-0.5155, -4.4639, -0.2303]],
  "atomic_forces_ev_per_a": [[0.1, 0.1, 0.0], [-0.1, -0.5, 0.1], [-0.2, -0.3, 0.0], [-0.3, 0.0, -0.1], [0.1, 0.2, -0.1], [-0.1, -0.1, -0.1], [-0.3, 0.2, 0.0], [0.4, 0.4, -0.3], [0.1, -0.3, 0.0], [0.0, 0.0, -0.3], [0.0, -0.1, -0.3], [-0.3, 0.3, 0.0], [-0.6, 0.2, -0.1], [-0.2, 0.0, 0.0], [0.0, 0.0, 0.0], [-0.3, -0.1, 0.1], [-0.4, 0.1, 0.0], [0.2, 0.3, 0.1], [0.7, -0.2, 0.1], [-0.1, 0.5, 0.0], [0.2, -0.4, 0.1], [-0.1, 0.0, 0.6], [0.8, 0.1, -0.1], [0.1, 0.1, 0.2], [0.4, -0.4, 0.0], [-0.4, 0.1, 0.0], [-0.1, -0.1, -0.2], [0.0, 0.0, 0.1], [0.0, -0.1, -0.1], [-0.1, -0.1, 0.1], [0.0, 0.0, 0.1], [0.0, 0.0, 0.0], [0.0, 0.0, 0.1], [0.0, 0.0, 0.0], [0.0, 0.1, -0.1], [0.0, 0.1, 0.0], [0.0, 0.0, 0.0], [0.0, 0.0, 0.0], [0.0, 0.0, 0.1], [0.1, 0.1, -0.1], [-0.1, -0.1, 0.0], [0.0, 0.0, 0.0], [0.1, 0.0, -0.1], [0.0, 0.1, 0.1], [0.0, 0.0, 0.0], [0.0, -0.1, 0.0], [0.0, 0.1, 0.0], [0.0, 0.0, 0.0]]
}